No. 1
A molecular structure, C12H16AlClTm, computed with wB97M-V/def2-TZVPD.

Structure (ORCA input):
```
! RIJCOSX wB97M-V def2-TZVPD def2/J DEFGRID3
* xyz -1 3
Tm 0.300 -0.368 -0.736
Cl -0.164 1.640 -2.047
C -1.828 -1.073 -0.547
H -1.800 -1.812 0.274
H -2.359 -1.492 -1.410
H -2.387 -0.201 -0.162
Al 0.657 0.065 -5.093
C -1.203 0.729 -5.224
C 2.186 1.241 -4.650
C 1.060 -1.598 -5.942
H 2.789 0.786 -3.849
H 2.831 1.348 -5.538
H 1.892 2.244 -4.317
H -1.877 0.070 -4.657
H -1.339 1.750 -4.845
H -1.519 0.709 -6.281
H 0.349 -2.286 -6.431
H 2.060 -2.030 -6.123
C 0.181 0.033 1.487
C 0.043 -0.003 2.726
C -0.016 -0.034 4.129
C -1.085 0.565 4.834
C -1.050 0.611 6.230
C 0.045 0.093 6.935
C 1.106 -0.508 6.239
C 1.048 -0.627 4.850
H -1.920 0.992 4.268
H -1.876 1.064 6.775
H 0.068 0.143 8.027
H 1.979 -0.893 6.777
H 1.830 -1.158 4.300
*
```

highest occupied orbital energy (spin up / spin down): -2.3 / -2.4 eV
calculated total energy: -61350.4149 eV
LUMO level (spin up / spin down): 1.6 / 1.6 eV



No. 2
A molecular structure, C12H16Cl5OP2Sr, computed with wB97M-V/def2-TZVPD.

Structure (ORCA input):
```
! RIJCOSX wB97M-V def2-TZVPD def2/J DEFGRID3
* xyz 1 1
Sr 0.562 -1.458 -1.109
Cl 6.135 -1.644 3.784
C 4.640 -1.515 2.962
C 4.605 -1.522 1.575
Cl 6.040 -1.643 0.646
C 3.373 -1.425 0.941
Cl 3.316 -1.430 -0.869
C 2.159 -1.319 1.619
O 1.009 -1.246 0.961
C 2.221 -1.306 3.017
Cl 0.742 -1.160 3.887
C 3.441 -1.401 3.678
Cl 3.480 -1.376 5.386
C -3.550 -1.806 0.139
P -2.520 -1.013 -1.139
C -3.612 -1.025 -2.597
C -2.578 0.743 -0.590
C -1.767 1.699 -1.472
P 0.047 1.512 -1.275
C 0.681 2.741 -2.454
C 0.386 2.270 0.348
H -4.496 -1.276 0.262
H -3.028 -1.815 1.096
H -3.765 -2.840 -0.132
H -4.540 -0.486 -2.399
H -3.860 -2.057 -2.849
H -3.131 -0.587 -3.472
H -2.224 0.772 0.445
H -3.625 1.051 -0.547
H -2.032 2.737 -1.256
H -2.000 1.551 -2.530
H 0.198 3.710 -2.305
H 0.504 2.421 -3.481
H 1.756 2.869 -2.326
H -0.140 3.220 0.460
H 1.458 2.453 0.433
H 0.115 1.600 1.165
*
```

energy above the lowest of the compared OMol25 structures with the same formula, charge and spin: 0.095 eV
highest occupied orbital energy: -10.9 eV
calculated total energy: -96773.3882 eV
LUMO level: -3.5 eV



No. 3
A molecular structure, C12H16Cu2N3O, computed with wB97M-V/def2-TZVPD.

Structure (ORCA input):
```
! RIJCOSX wB97M-V def2-TZVPD def2/J DEFGRID3
* xyz 1 1
Cu -2.578 -3.961 -0.931
Cu -3.850 -1.006 -4.078
O -0.976 -0.965 -1.825
H -0.164 -1.492 -1.694
N 0.324 -5.517 1.565
C 1.244 -4.927 0.735
C 1.482 -5.766 -0.300
C 0.785 -6.957 -0.017
C -0.006 -6.731 1.077
H -0.068 -5.070 2.382
H 1.647 -4.022 1.165
H 2.194 -5.689 -1.109
H 0.870 -7.858 -0.606
H -0.802 -7.284 1.553
N 2.252 2.775 -2.500
C 2.836 3.373 -3.591
C 3.751 4.315 -3.151
C 3.851 4.267 -1.810
C 2.924 3.301 -1.426
H 1.551 2.052 -2.419
H 2.445 3.075 -4.552
H 4.383 4.962 -3.742
H 4.520 4.918 -1.266
H 2.666 3.038 -0.411
N -2.599 2.527 1.825
C -3.643 3.447 1.737
C -3.980 3.914 2.964
C -3.036 3.396 3.853
C -2.204 2.465 3.139
H -2.318 1.910 1.076
H -4.184 3.598 0.815
H -4.799 4.609 3.078
H -3.029 3.539 4.923
H -1.489 1.765 3.543
*
```

energy above the lowest of the compared OMol25 structures with the same formula, charge and spin: 5.621 eV
highest occupied orbital energy: -9.3 eV
calculated total energy: -108484.8177 eV
LUMO level: -6.9 eV



No. 4
2 unconnected molecules or ions with the total composition C12H16FNS, computed with wB97M-V/def2-TZVPD.

Structure (ORCA input):
```
! RIJCOSX wB97M-V def2-TZVPD def2/J DEFGRID3
* xyz 0 1
C -2.555 0.114 -1.260
C -2.418 -0.450 1.122
C -3.571 1.005 -0.993
C -3.425 0.491 1.408
C -2.034 -0.656 -0.220
C -3.983 1.214 0.309
C 0.364 -3.685 0.432
C -0.369 -2.990 1.577
C -0.421 -2.435 0.245
C 0.842 3.029 -0.097
C -1.061 -1.658 -0.596
C 0.214 1.759 0.222
N 1.936 0.786 -1.569
F -5.030 2.028 0.463
S 1.507 0.508 0.124
H -2.220 0.072 -2.356
H -1.757 -0.677 1.881
H -4.133 1.511 -1.753
H -3.970 0.577 2.321
H 1.409 -3.821 0.307
H -0.176 -4.591 0.244
H -1.192 -3.575 1.966
H 0.275 -2.404 2.371
H 0.858 3.170 -1.198
H 0.312 3.894 0.315
H 1.774 3.034 0.465
H -1.116 -1.938 -1.639
H 2.690 1.399 -1.555
H -0.808 1.624 -0.130
H 0.144 1.919 1.334
H 2.265 0.007 -2.131
*
```

energy above the lowest of the compared OMol25 structures with the same formula, charge and spin: 0.000 eV
highest occupied orbital energy: -8.0 eV
calculated total energy: -27742.4266 eV
LUMO level: 0.7 eV